[1]
ORCA calculation (ωB97M-V with the def2-TZVPD basis set) on a cluster of 3 separate species, C6H12Cl6 in total at a distorted geometry.

Summary:
- charge = 0
- SMILES = ClCCCl.ClCCCl.ClCCCl
- energy relative to the best compared isomer or geometry (same formula, charge and spin) (kcal per mole) = 14.67

```
24
Properties=species:S:1:pos:R:3:lowdin_charge:R:1
Cl 1.6906 22.4790 -1.0229 0.591
C 0.5087 21.3494 -1.6306 -0.695
C -0.4776 21.0297 -0.5286 -0.593
Cl -1.9331 20.0560 -1.0787 0.563
H 1.0682 20.4497 -1.8866 0.071
H 0.0447 21.7878 -2.5141 0.073
H -0.9747 21.9563 -0.2416 0.050
H -0.0019 20.4353 0.2515 0.060
Cl -4.2690 15.6407 -0.3530 0.570
C -3.1218 16.0657 0.9203 -0.658
C -2.8862 17.5758 0.6799 -0.757
Cl -1.6110 18.1269 1.7652 0.559
H -2.2629 15.4034 0.8120 0.071
H -3.5799 16.0016 1.9073 0.070
H -3.8147 18.1446 0.7289 0.054
H -2.4866 17.6521 -0.3313 -0.002
Cl -5.9376 19.9929 2.7210 0.592
C -5.6342 21.5507 2.0707 -0.700
C -4.2882 21.6091 1.2511 -0.622
Cl -4.0420 23.2153 0.4121 0.500
H -5.5602 22.1236 2.9950 0.059
H -6.5204 21.7988 1.4866 0.065
H -4.1785 20.8641 0.4630 0.013
H -3.4778 21.3510 1.9328 0.065
```

=====

[2]
ORCA calculation (ωB97M-V with the def2-TZVPD basis set) on a cluster of 2 separate species, C5H7NO in total at a distorted geometry.

Summary:
- charge = 0
- SMILES = c1ccncc1.O
- energy relative to the best compared isomer or geometry (same formula, charge and spin) (kcal per mole) = 50.33

```
14
Properties=species:S:1:pos:R:3:lowdin_charge:R:1
C 0.6615 0.9267 1.7413 -0.058
C 1.4044 -0.0175 1.0746 -0.059
C 0.9045 -0.5961 -0.1200 -0.169
N -0.1966 -0.2846 -0.6223 0.033
C -0.9763 0.5394 0.1487 -0.131
C -0.6529 1.1022 1.2989 -0.097
H 1.1329 1.3789 2.6560 0.126
H 2.3104 -0.4436 1.2870 0.070
H 1.7447 -1.0849 -0.7694 0.157
H -1.9846 0.8496 -0.1066 0.117
H -1.2520 1.9430 1.6887 0.122
O -0.8429 -1.1464 -3.0392 -0.280
H -1.1842 -2.1663 -3.2870 0.100
H -1.0691 -1.0005 -1.9506 0.069
```

=====

[3]
ORCA calculation (ωB97M-V with the def2-TZVPD basis set) on the ion C3H8N3O3 with charge +1 at a distorted geometry.

Summary:
- charge = +1
- SMILES = NC(=O)N[N+](=O)CCO
- energy relative to the best compared isomer or geometry (same formula, charge and spin) (kcal per mole) = 51.92

```
17
Properties=species:S:1:pos:R:3:lowdin_charge:R:1
N 1.8867 1.8800 1.0767 0.209
C 1.3607 1.8226 -0.1539 -0.524
O 1.4077 2.6385 -1.0184 0.156
N 0.5167 0.6884 -0.4770 0.207
N 0.4690 -0.5001 0.0411 -0.232
O 0.9224 -0.7610 1.1026 0.179
C -0.2972 -1.5346 -0.7018 0.007
C -1.7617 -1.2755 -0.1496 -0.207
O -1.8753 0.0997 -0.0716 -0.051
H 1.7130 1.1075 1.7672 0.128
H 2.6275 2.5545 1.3396 0.161
H -0.0687 0.6110 -1.3893 0.231
H 0.0315 -2.4727 -0.2713 0.138
H -0.0722 -1.5539 -1.8195 0.173
H -2.6091 -1.7473 -0.7423 0.160
H -1.7682 -1.8037 0.7747 0.115
H -2.4830 0.2466 0.6928 0.150
```

=====

[4]
ORCA calculation (ωB97M-V with the def2-TZVPD basis set) on a cluster of 2 separate species, C12H19NO2 in total at a distorted geometry.

Summary:
- charge = +1
- ⟨S²⟩ = 0.766
- energy relative to the best compared isomer or geometry (same formula, charge and spin) (kcal per mole) = 29.31
- spin multiplicity = 2

```
34
Properties=species:S:1:pos:R:3:lowdin_charge:R:1
C -2.8085 -0.9628 1.9524 -0.019
C -1.4954 -2.4715 0.5514 0.039
C -1.5163 -1.5164 1.5875 -0.208
C -0.3161 -2.7777 -0.0821 0.066
C 0.8407 -2.1073 0.3686 -0.196
C -0.3499 -0.9750 2.1672 0.008
C 0.8082 -1.1827 1.4759 0.046
O 2.0207 -2.0941 -0.3119 0.128
H -2.3691 -3.0911 0.5410 0.140
H -0.2338 -3.2534 -1.0512 0.144
H -3.6567 -1.6044 2.1473 0.106
H -3.1510 -0.2886 1.1319 0.121
H -0.2708 -0.3247 3.0149 0.139
H 1.8133 -1.9232 -1.2543 0.154
H 1.7526 -0.7429 1.7643 0.131
H -2.7952 -0.2231 2.7667 0.107
C 1.9646 1.3941 -0.3322 -0.290
C 2.9806 1.1483 -1.3539 -0.118
C -0.2055 1.8331 0.5338 0.008
C -1.5703 1.3190 -1.9567 -0.011
C -0.0753 1.1446 -1.8770 -0.487
O 0.6145 0.8417 -2.8420 0.047
N 0.5838 1.2036 -0.6744 -0.061
H 2.3285 0.8429 0.6024 0.116
H 2.1441 2.3671 0.1825 0.130
H 3.9899 1.5888 -1.2806 0.084
H 2.8723 1.7503 -2.3015 0.102
H -0.9491 1.1207 0.8427 0.044
H -1.8997 2.3243 -2.2172 0.091
H 3.3820 0.1175 -1.5496 0.088
H 0.5459 1.9593 1.3264 0.086
H -0.5848 2.7738 0.2105 0.088
H -2.1395 0.9562 -2.8614 0.107
H -2.2543 0.8537 -1.2214 0.072
```

=====

[5]
ORCA calculation (ωB97M-V with the def2-TZVPD basis set) on a cluster of 6 separate species, C31H76N5O13 in total at a distorted geometry.

Summary:
- charge = -1
- energy relative to the best compared isomer or geometry (same formula, charge and spin) (kcal per mole) = 17.51

```
125
Properties=species:S:1:pos:R:3:lowdin_charge:R:1
C -0.4139 1.6497 -0.0533 -0.838
O -1.3389 2.3937 -0.4623 -0.052
O -0.3449 0.4027 -0.4643 0.076
O 0.5421 2.0667 0.6147 -0.018
H -1.2099 0.3867 -0.9813 0.110
C -3.0819 -0.5473 1.6667 -0.276
O -2.6269 -0.7183 2.7887 -0.148
C -1.2579 -0.1833 2.9647 -0.062
C -1.2809 1.3107 3.4217 -0.254
N -0.0549 1.8937 3.3567 -0.071
C -0.0109 3.3127 3.8037 -0.120
C 1.4411 3.7047 4.1247 -0.128
O 1.3571 5.0617 4.6867 -0.184
C 2.4961 5.4667 5.3837 -0.133
H -2.4099 -0.7233 1.0517 0.000
H -3.2689 0.5317 1.6387 0.103
H -3.9079 -1.1513 1.3437 0.106
H -0.8919 -0.3993 1.9267 0.119
H -0.8439 -0.8063 3.8747 0.154
H -1.8079 1.3437 4.2857 0.096
H -1.7549 1.8467 2.6497 0.100
H 0.2891 1.8387 2.4067 0.057
H -0.7309 3.4557 4.5137 0.089
H -0.2679 3.9007 2.9227 0.118
H 2.0861 3.7177 3.3907 0.069
H 1.8531 3.2097 4.9567 0.098
H 2.5411 4.8587 6.3437 0.106
H 2.3731 6.4447 5.6927 0.065
H 3.3941 5.2747 5.0747 0.021
C 5.2221 -8.6833 -6.6463 -0.307
O 5.4901 -7.8683 -5.7543 -0.153
C 4.5341 -6.7153 -5.8103 -0.178
C 4.6531 -6.0403 -4.5543 -0.192
N 3.9021 -4.6803 -4.6043 -0.106
C 4.1431 -3.7973 -3.5243 -0.228
C 3.2961 -2.4613 -3.6893 -0.249
O 3.1611 -1.9323 -2.3953 -0.216
C 2.2271 -0.8753 -2.3323 -0.113
H 5.9871 -9.5903 -6.6913 0.133
H 5.0721 -8.1813 -7.5783 0.075
H 4.3121 -9.2733 -6.3943 0.091
H 3.5941 -7.1153 -5.6963 0.093
H 4.6251 -6.2153 -6.8053 0.153
H 5.7841 -5.9503 -4.4073 0.151
H 4.1661 -6.4683 -3.7113 0.109
H 2.9351 -5.0763 -4.5793 0.122
H 5.2031 -3.5873 -3.5203 0.111
H 3.6071 -4.3263 -2.5723 0.161
H 2.4131 -2.6413 -4.2843 0.097
H 3.8931 -1.7983 -4.4383 0.141
H 1.8921 -0.8893 -1.2653 0.075
H 1.4221 -0.9893 -3.1213 0.086
H 2.7971 0.1797 -2.5673 0.137
C 0.8611 -7.7003 6.6207 -0.228
O 1.6171 -6.8173 6.0527 -0.201
C 1.1681 -5.4593 5.7077 -0.131
C 2.3811 -4.9423 4.8637 -0.166
N 2.1271 -3.5093 4.3837 -0.087
C 3.0311 -3.1223 3.3677 -0.285
C 2.6851 -1.7383 2.8387 -0.345
O 3.6051 -1.1893 2.0587 -0.173
C 3.1301 0.1147 1.6567 -0.131
H 0.7131 -7.3663 7.5667 0.044
H 1.3611 -8.6833 6.6277 0.104
H -0.1969 -7.8743 6.3097 0.102
H 0.9291 -4.9903 6.8107 0.166
H 0.2971 -5.2663 5.1927 0.079
H 2.5871 -5.4613 3.8947 0.103
H 3.6131 -5.0663 5.1767 0.169
H 2.3101 -2.8043 5.0557 0.089
H 3.0901 -3.7813 2.4937 0.121
H 4.1181 -3.1203 3.7667 0.136
H 2.3591 -0.8963 3.6937 0.168
H 1.7321 -1.9333 2.2787 0.127
H 2.2181 0.1627 0.8517 0.105
H 3.8781 0.6257 0.9727 0.073
H 3.0021 1.1227 2.4257 0.146
C 0.4611 7.5727 -1.8323 -0.264
O -0.3709 7.2317 -0.9703 -0.158
C -1.2619 6.1027 -1.2603 -0.110
C -2.1279 5.7447 -0.0943 -0.272
N -3.0589 4.7867 -0.4273 -0.057
C -3.9949 4.3627 0.7217 -0.169
C -4.8099 3.1317 0.4407 -0.308
O -5.7099 3.0637 1.4857 -0.215
C -6.5499 1.8857 1.6117 -0.043
H 1.0421 6.7167 -1.8433 0.078
H 0.9351 8.4727 -1.4753 0.090
H 0.0541 7.9437 -2.8503 0.114
H -0.6859 5.2837 -1.6683 0.125
H -1.5869 6.5597 -1.9463 0.009
H -2.6049 6.7087 0.2067 0.128
H -1.5619 5.6327 0.8577 0.130
H -2.5019 3.9067 -0.4793 0.071
H -4.7589 5.3847 0.9547 0.189
H -3.4249 4.1037 1.5827 0.088
H -4.1889 2.1997 0.2067 0.099
H -5.3739 3.2327 -0.6283 0.158
H -5.9869 1.1157 2.1187 0.080
H -6.7129 1.6527 0.6497 0.029
H -7.3909 2.2417 2.2287 0.099
C -5.8139 -1.5583 -1.1223 -0.278
O -4.7139 -1.3763 -1.6683 -0.158
C -4.4419 0.0087 -1.9873 -0.127
C -3.1049 -0.1493 -2.7403 -0.207
N -2.5849 1.1707 -2.8683 -0.088
C -1.4519 1.4017 -3.7633 -0.214
C -1.3069 2.8897 -4.0223 -0.206
O -0.1479 3.2027 -4.8153 -0.160
C -0.1259 4.6107 -5.2053 -0.038
H -5.8799 -0.7403 -0.3973 0.076
H -6.0339 -2.4603 -0.5173 0.104
H -6.6469 -1.4843 -1.8003 0.085
H -4.4119 0.6277 -1.0313 0.120
H -5.0649 0.4627 -2.7373 0.120
H -3.4109 -0.5153 -3.7313 0.132
H -2.4269 -0.7423 -2.2603 0.082
H -2.1909 1.7067 -2.0363 0.095
H -1.5869 0.7187 -4.7423 0.153
H -0.5269 0.9277 -3.5023 0.086
H -1.1419 3.4527 -3.1243 0.101
H -2.2449 3.1847 -4.3853 0.106
H -0.8619 4.8427 -5.7763 0.028
H 0.8111 4.7147 -5.5873 0.072
H -0.3419 5.1917 -4.4123 0.043
```

=====

[6]
ORCA calculation (ωB97M-V with the def2-TZVPD basis set) on a structure of composition C11H34N8O5Pb at a distorted geometry.

Summary:
- charge = +2
- energy relative to the best compared isomer or geometry (same formula, charge and spin) (kcal per mole) = 17.63

```
59
Properties=species:S:1:pos:R:3:lowdin_charge:R:1
Pb 0.4812 0.4954 0.1709 1.656
C 1.8064 -1.4118 -2.7809 -0.653
O 1.8601 -0.6917 -1.7709 -0.130
N 0.9600 -1.0825 -3.8081 0.171
N 2.4578 -2.5561 -2.9466 0.204
H 0.9337 -1.6966 -4.6027 0.108
H 0.5226 -0.1792 -3.8483 0.103
H 2.3678 -2.9761 -3.8534 0.118
H 2.8520 -3.0157 -2.1458 0.122
C -0.4080 2.6056 -2.8545 -0.637
O -0.3874 1.6815 -2.0320 -0.131
N -1.3574 2.6097 -3.8306 0.162
N 0.4002 3.6908 -2.9815 0.185
H -1.8598 1.7697 -4.0658 0.113
H -1.3071 3.2507 -4.6015 0.107
H 1.2344 3.7134 -2.4184 0.119
H 0.1658 4.4353 -3.6058 0.113
C -1.2837 -2.7379 -1.2210 -0.621
O -0.7375 -1.6876 -0.8514 -0.098
N -2.1172 -3.4418 -0.4043 0.189
N -1.3263 -3.0908 -2.5270 0.190
H -2.5104 -4.2645 -0.8266 0.116
H -1.9746 -3.2400 0.5677 0.098
H -0.7871 -2.5466 -3.1789 0.081
H -1.5995 -4.0353 -2.7389 0.115
C 3.9266 -0.9181 1.2742 -0.042
C 2.6769 -1.3166 2.0287 -0.394
C 2.2516 -0.3261 3.1143 -0.196
O 1.5864 0.8050 2.6222 -0.321
C 1.3677 1.7955 3.6007 -0.081
N 1.5806 -1.6957 1.0896 -0.022
H 3.7884 0.0745 0.8294 0.084
H 4.2214 -1.5283 0.4201 0.085
H 4.7968 -0.8126 1.9209 0.096
H 2.8757 -2.3068 2.4517 0.148
H 3.1981 -0.1115 3.6209 0.143
H 1.6450 -0.8575 3.8564 0.137
H 0.7755 2.6507 3.2813 0.095
H 2.3229 2.1641 3.9858 0.106
H 0.8716 1.4279 4.5067 0.102
H 0.9022 -2.2609 1.5857 0.085
H 1.9945 -2.2581 0.3569 0.076
C -3.5423 -0.6759 1.7549 -0.031
C -2.3994 0.1090 1.1583 -0.436
C -2.6175 1.6451 1.1267 -0.125
O -1.3863 2.2868 0.6488 -0.361
C -1.4838 3.7103 0.6264 -0.083
N -1.1446 -0.2116 1.9047 -0.020
H -3.3157 -1.7407 1.8044 0.071
H -4.4662 -0.5201 1.2015 0.102
H -3.5976 -0.3596 2.8003 0.098
H -2.3134 -0.1232 0.0929 0.112
H -2.8676 2.0371 2.1159 0.137
H -3.3658 1.9603 0.4006 0.146
H -1.7391 4.2462 -0.2927 0.095
H -0.4612 4.0441 0.8131 0.093
H -2.1261 4.1839 1.3707 0.101
H -1.1521 -1.1168 2.3649 0.098
H -1.1892 0.4015 2.7195 0.103
```

=====

[7]
ORCA calculation (ωB97M-V with the def2-TZVPD basis set) on a cluster of 14 separate species, C5H37N2O14 in total at a distorted geometry.

Summary:
- charge = +1
- energy relative to the best compared isomer or geometry (same formula, charge and spin) (kcal per mole) = 38.06

```
58
Properties=species:S:1:pos:R:3:lowdin_charge:R:1
O -0.2342 1.2375 -1.8799 0.071
C -0.8682 0.8064 -0.9496 -0.198
C -0.3506 1.1063 0.4529 -0.217
C 0.6337 -0.0048 0.7686 -0.162
C 0.0394 -1.3409 1.0822 -0.123
C 0.0702 -1.9050 2.2896 -0.171
N -0.7080 -3.0452 2.5416 0.052
N 0.2664 2.4844 0.4102 0.232
H -1.8044 0.2554 -1.1001 0.089
H -1.0930 1.1322 1.2523 0.144
H 1.3355 0.2594 1.5719 0.120
H 1.3096 -0.1021 -0.0896 0.096
H -0.6599 -1.7480 0.3614 0.075
H 0.6129 -1.5323 3.1468 0.122
H -0.8484 -3.6138 1.7206 0.040
H -0.4508 -3.5725 3.3594 0.086
H -0.5772 3.0685 0.4072 0.127
H 0.8949 2.6353 -0.4008 0.105
H 0.8360 2.6421 1.2497 0.096
H 2.8503 0.6888 -2.7150 0.038
H 3.8028 0.2028 -1.6106 0.042
O 2.9111 0.5583 -1.7608 -0.065
H 1.5551 -3.6661 -0.1352 0.005
H 2.9336 -3.0531 -0.7104 0.031
O 2.4336 -3.3266 0.0581 -0.043
H 3.2912 1.9218 -0.2288 0.014
H 3.7063 0.7416 0.6623 -0.012
O 3.5554 1.6957 0.6678 -0.067
H -3.4913 2.1972 -0.6959 0.001
H -4.2511 1.9193 -2.0346 0.051
O -3.4370 1.7579 -1.5516 -0.057
H -3.9422 0.8920 2.6349 0.046
H -3.6821 -0.2666 1.5877 0.024
O -3.6042 0.6721 1.7642 -0.038
H 1.8017 2.8541 -2.7514 0.054
H 1.1542 4.1587 -2.2527 0.066
O 1.6316 3.3763 -1.9608 -0.041
H -3.2614 -1.7869 -1.7356 0.062
H -3.2182 -2.2381 -0.2745 0.002
O -2.7603 -1.6612 -0.9220 -0.071
H 5.1416 -0.8982 0.4722 0.093
H 3.7756 -1.5635 0.3899 0.052
O 4.2682 -0.7898 0.0760 -0.039
H 1.7166 -0.8487 -4.1235 0.037
H 0.3174 -0.5764 -4.3683 0.045
O 1.1567 -0.0954 -4.3615 -0.058
H 2.6077 2.6150 3.1948 0.062
H 2.5340 3.1007 1.7562 0.020
O 2.0268 3.0767 2.5830 -0.061
H -0.8460 -4.8564 -1.0625 0.071
H -0.8550 -3.4613 -0.6144 0.024
O -0.5341 -4.3295 -0.3136 -0.048
H -4.5554 -3.0062 1.4323 0.061
H -3.1055 -3.5924 1.4780 0.032
O -3.8864 -3.4771 0.9292 -0.033
H -3.1825 4.0120 0.7609 0.074
H -2.4058 4.5135 -0.5276 0.074
O -2.5572 3.7765 0.0698 -0.031
```